ORCA calculation (the ωB97M-V functional and the def2-TZVPD basis) on a structure of composition C26H29N2O3OsS at a distorted geometry.

CARTESIAN COORDINATES (ANGSTROEM)
N (2.69760, -0.47797, 4.45276)
C (-1.86940, 1.07699, -0.78276)
H (-2.14550, 1.54511, -2.84540)
C (2.39632, 0.27897, -3.59281)
H (2.38933, -1.61252, 1.47297)
H (2.85777, -3.70903, 2.33379)
C (3.71254, 0.36413, -4.03836)
C (-2.75186, 0.71211, 2.70824)
H (0.89130, 1.74525, -6.24582)
C (2.25044, 0.72162, -1.24326)
H (-3.54596, 2.25131, 1.43156)
C (-0.87882, -0.93244, 1.81201)
H (2.71527, -1.31446, 5.01334)
C (-4.64399, 2.10286, 3.25453)
H (-4.88906, -1.27870, -1.18110)
H (-5.32547, 2.89694, 2.98279)
N (2.59414, -1.66106, 2.46600)
H (5.02685, 0.93777, -5.61557)
O (0.17835, -0.96936, 1.10221)
C (-4.03448, -0.62820, -1.07658)
C (2.99295, 1.38791, -6.08334)
H (4.04803, -1.08198, -1.60886)
C (-1.68364, 0.42607, 1.67647)
H (0.50517, -1.52489, -1.28824)
C (3.08030, -1.48858, -1.88816)
C (-3.58004, 0.10823, -2.16136)
C (-3.87413, 0.44354, 4.80710)
H (3.23300, -3.03240, 3.91705)
H (1.53487, -3.23590, 3.39365)
H (3.22020, 1.81610, -7.04620)
H (0.36081, 0.80941, -4.06211)
H (-2.17847, -0.70963, 4.20610)
H (3.20037, -2.15880, -2.73431)
H (-5.55796, 1.71530, 5.15020)
H (4.52340, 0.00987, -3.42413)
C (1.68593, 1.35148, -5.63130)
C (-2.32296, 0.33955, 0.30505)
H (-3.75390, -1.10040, 0.99265)
C (0.65686, -0.96229, -2.21156)
H (0.51953, -1.63732, -3.05337)
H (-4.07822, 0.02761, -3.11451)
S (2.70706, 0.99294, 2.30311)
C (-4.76897, 1.44307, 4.46705)
C (1.38783, 0.81291, -4.39206)
O (-0.68306, 1.46591, 1.76450)
C (-3.63788, 1.74037, 2.38219)
C (2.62323, -0.51356, 3.12377)
H (2.79301, 0.41514, 4.90660)
H (-1.15349, 2.30334, 1.88476)
H (2.69307, -2.05324, -1.04305)
C (-2.50056, 0.95980, -2.01171)
H (-1.03690, 1.78611, -0.68299)
Os (1.13954, 0.91630, 0.40547)
C (-3.40452, -0.52530, 0.14742)
H (-0.10202, -0.18414, -2.26137)
H (3.26329, 1.14331, -1.30245)
C (-2.86085, 0.07933, 3.93560)
O (-1.28612, -1.82788, 2.51303)
C (4.00546, 0.90008, -5.27757)
C (2.54636, -2.97538, 3.07236)
C (2.07460, -0.36614, -2.23919)
H (-3.95654, -0.06519, 5.75519)

Atoms 1-2, force components in eV/Å:
0.0 -0.1 -0.2
0.1 -0.2 0.4

## Properties
LUMO energy (spin up / spin down) (eV): -4.6 / -4.6
Electronic energy (eV): -49849.6996
Net charge: +1
Orbital gap (spin up / spin down) (eV): 6.79 / 6.81
Energy relative to the best compared isomer or geometry (same formula, charge and spin) (kcal per mole): 67.5
E_HOMO (spin up / spin down) (eV): -11.40 / -11.40

Löwdin atomic charge list, values in e, 5 entries:
1 N 0.147
2 C -0.067
3 H 0.109
4 C -0.191
5 H 0.104



ORCA calculation (the ωB97M-V functional and the def2-TZVPD basis) on an isolated molecule of C2H6N6 at a distorted geometry.

CARTESIAN COORDINATES (ANGSTROEM)
H (-0.97523, 1.44612, -0.78740)
N (0.51109, 0.57822, 0.02437)
N (1.31448, -1.39461, -0.11186)
H (2.42267, 1.51241, 0.17665)
H (-2.32335, -0.51131, 1.01160)
N (-1.04804, -1.28729, -0.24588)
N (2.41065, -0.57581, -0.04926)
H (1.40100, -2.38012, 0.07963)
H (-0.63456, 1.95382, 0.65648)
N (-2.05119, -0.32347, 0.04771)
N (-0.18425, 1.78312, -0.24742)
C (1.88444, 0.57184, -0.04272)
H (-2.85833, -0.62511, -0.44262)
C (0.13061, -0.74781, -0.06928)

Atoms 1-2, force components in eV/Å:
-0.1 0.3 -0.3
1.3 0.1 -0.3

## Properties
LUMO energy (eV): 1.0
Electronic energy (eV): -11109.1177
Net charge: 0
Structure (SMILES): N/N=c1/[nH]ncn1N
Orbital gap (eV): 8.72
Energy relative to the best compared isomer or geometry (same formula, charge and spin) (kcal per mole): 27.2
E_HOMO (eV): -7.76

Löwdin atomic charge list, values in e, 5 entries:
1 H 0.067
2 N -0.091
3 N 0.042
4 H 0.136
5 H 0.074